# C15H14ClN3O2PtSSe

A molecular structure, C15H14ClN3O2PtSSe at a distorted geometry (ωB97M-V/def2-TZVPD, the OMol25 dataset).

Last column: Löwdin charge in e.
Atoms and positions in Å:
1 Pt -2.12 0.31 -0.51  1.01
2 C 3.32 -1.90 -0.27  -0.02
3 N 2.95 -0.53 -0.58  -0.07
4 C 1.71 -0.02 -0.63  -0.67
5 Se 0.14 -0.91 -0.33  0.80
6 N 1.80 1.28 -0.95  0.14
7 C 3.13 1.64 -1.11  -0.16
8 C 3.74 2.84 -1.44  0.00
9 C 5.13 2.83 -1.51  -0.08
10 C 5.87 1.67 -1.27  -0.08
11 C 5.25 0.47 -0.95  -0.01
12 C 3.87 0.49 -0.87  -0.15
13 H 2.41 -2.46 -0.08  0.05
14 H 3.95 -1.92 0.62  0.10
15 H 3.85 -2.33 -1.11  0.10
16 H 0.98 1.86 -1.05  0.12
17 H 3.17 3.74 -1.62  0.12
18 H 5.65 3.75 -1.76  0.11
19 H 6.94 1.71 -1.34  0.11
20 H 5.82 -0.42 -0.76  0.11
21 O -1.24 1.87 -0.95  -0.69
22 Cl -4.76 -1.04 4.90  0.70
23 C -4.22 -1.19 3.26  -0.65
24 C -2.92 -1.59 3.01  -0.09
25 C -2.50 -1.71 1.70  -0.07
26 C -3.38 -1.44 0.62  -0.41
27 C -2.95 -1.61 -0.76  -0.26
28 C -4.70 -1.03 0.93  -0.04
29 C -5.12 -0.92 2.23  -0.08
30 H -2.25 -1.79 3.83  0.11
31 H -1.49 -2.02 1.49  0.05
32 H -3.72 -1.62 -1.52  0.07
33 H -2.18 -2.35 -0.95  0.03
34 H -5.38 -0.81 0.12  0.11
35 H -6.13 -0.62 2.46  0.11
36 O -6.08 2.27 -1.06  -0.57
37 S -4.62 2.38 -0.99  0.72
38 N -3.90 1.11 -0.79  -0.59

Values from the calculation:
**Spin multiplicity**: 1
**LUMO energy (spin up / spin down)**: -0.0603 / -0.0604 Eh
**Gap between HOMO and LUMO (spin up / spin down)**: 6.555 / 6.553 eV
**HOMO (spin up / spin down)**: -8.20 / -8.20 eV


# C2H4P2

C2H4P2 in the gas phase at a distorted geometry (ωB97M-V/def2-TZVPD, the OMol25 dataset).

Last column: Löwdin spin population.
Atoms and positions in Å:
1 C -1.41 -0.02 -0.04  0.10
2 C -0.29 0.66 0.03  0.07
3 P 1.44 -0.19 0.15  0.50
4 P 3.45 -0.11 0.09  1.27
5 H -2.43 0.21 -0.19  0.01
6 H -1.16 -1.05 -0.02  0.00
7 H -0.18 1.72 0.16  0.00
8 H 0.59 -1.23 -0.19  0.05

Values from the calculation:
**Spin multiplicity**: 3
**LUMO energy (spin up / spin down)**: 0.0171 / -0.0729 Eh
**Gap between HOMO and LUMO (spin up / spin down)**: 7.211 / 6.965 eV
**HOMO (spin up / spin down)**: -6.75 / -8.95 eV
**ΔE to the lowest compared entry with this formula, charge and spin**: 36.08 kcal/mol


For each record above, in turn, the calculated energy values are -116295.0033; -20711.3130 eV.